A molecular structure, C25H24BrN4O3PtSSi. Source: the OMol25 dataset; level of theory: ωB97M-V/def2-TZVPD.

Geometry as XYZ:
```
60
Properties=species:S:1:pos:R:3:forces:R:3:mulliken_charge:R:1
Pt -0.0163 -0.9680 -0.1299 -0.1 -0.3 0.0 0.6099
Br -3.3558 6.9096 1.6175 0.0 0.0 0.0 -0.2208
C -4.3436 5.3599 1.1451 0.0 0.0 0.0 0.1394
C -5.5653 5.1163 1.7536 0.0 0.0 0.0 -0.4286
C -6.2763 3.9786 1.4163 0.0 0.0 0.1 -0.0366
C -5.7816 3.0624 0.4791 0.5 -0.3 0.6 -0.1902
C -4.5435 3.3397 -0.1253 -0.1 0.2 -0.1 -0.0495
C -3.8310 4.4802 0.2059 -0.1 0.0 -0.1 -0.7356
N -6.5932 1.9581 0.2121 0.0 0.7 -1.6 -0.9219
N -6.2368 1.0788 -0.6708 -1.0 -0.9 1.2 -0.3155
C -5.0695 0.4085 -0.7368 0.8 0.3 -0.1 0.1109
C -4.8887 -0.3539 -1.9135 0.0 0.1 0.2 -0.3980
C -3.7051 -0.9673 -2.2325 0.0 -0.1 -0.1 -0.9328
C -2.5858 -0.8877 -1.3779 0.0 -0.1 -0.1 1.0999
O -1.4535 -1.3800 -1.6742 0.0 0.1 0.1 -0.8657
C -2.7907 -0.2463 -0.0881 0.0 0.0 0.1 0.0414
N -1.7299 -0.3008 0.7704 0.0 0.1 -0.2 -0.4178
C -1.8585 0.2018 1.9820 0.1 0.0 0.2 0.0407
C -3.0520 0.7835 2.4176 0.0 -0.1 0.0 -0.9345
C -4.1181 0.8698 1.5647 0.0 -0.1 0.0 -0.3783
C -4.0027 0.3704 0.2516 -0.3 0.0 -0.1 0.6878
H -5.9551 5.8112 2.4850 0.0 0.0 0.0 0.3931
H -7.2331 3.7657 1.8770 0.0 0.0 0.0 0.4330
H -4.1456 2.6579 -0.8633 0.1 0.1 0.0 0.5008
H -2.8739 4.6803 -0.2568 0.0 0.0 0.0 0.4347
H -5.7326 -0.3977 -2.5905 0.0 0.0 0.0 0.4316
H -3.5879 -1.5170 -3.1571 0.0 0.0 0.0 0.4111
H -0.9986 0.1137 2.6289 0.0 0.0 0.0 0.3769
H -3.1178 1.1619 3.4283 0.0 0.0 0.0 0.4401
H -5.0483 1.2994 1.9015 0.0 0.0 0.0 0.6633
C 5.9779 -4.1300 -1.0157 0.1 -0.2 0.0 -1.0274
Si 5.5865 -2.3094 -0.8208 -0.1 -0.2 0.0 0.0285
C 5.7554 -1.7816 0.9599 0.0 0.1 0.1 -0.9766
C 6.8862 -1.3574 -1.7952 0.1 0.1 -0.1 -1.1576
C 3.9294 -1.8879 -1.5881 -0.1 0.2 0.0 0.3520
C 3.8510 -1.3089 -2.8335 0.0 0.0 0.1 0.0133
C 2.6194 -0.9017 -3.3664 0.1 0.0 0.0 -1.0185
C 1.5333 -0.9579 -2.5388 0.0 -0.1 0.1 -0.0818
N 1.5717 -1.4913 -1.2991 0.3 0.2 0.1 -0.4095
C 2.7196 -2.1052 -0.8499 -0.2 -0.2 -0.1 0.2196
S 2.6764 -3.1457 0.4879 0.0 0.1 -0.1 -0.4117
H 7.0473 -4.3263 -0.8805 -0.1 0.0 0.0 0.3186
H 5.6893 -4.4815 -2.0105 0.0 0.0 0.0 0.3350
H 5.4175 -4.7080 -0.2782 0.0 0.0 -0.1 0.2881
H 6.8140 -1.6785 1.2243 0.0 0.0 0.0 0.3831
H 5.2909 -2.5148 1.6163 0.0 0.0 0.0 0.2610
H 5.2554 -0.8232 1.1291 0.0 0.0 0.0 0.3123
H 7.8763 -1.5685 -1.3771 -0.1 0.0 0.0 0.3069
H 6.7192 -0.2774 -1.7361 0.0 -0.1 0.0 0.3234
H 6.9096 -1.6402 -2.8523 0.0 0.0 0.1 0.3124
H 4.7543 -1.1551 -3.4155 0.0 0.0 0.0 0.2683
H 2.5301 -0.4973 -4.3648 0.0 0.0 0.0 0.3659
H 0.5693 -0.5761 -2.8471 0.0 0.0 0.0 0.4324
C 1.8689 -0.8835 3.5568 0.0 0.0 0.0 -0.6113
O 0.8964 -1.0791 2.5306 0.0 0.2 -0.1 -0.3450
C 1.2318 -0.4995 1.3241 0.0 -0.1 0.1 0.5047
O 2.1910 0.2313 1.2635 0.0 0.1 -0.1 -0.6386
H 1.5368 -1.4840 4.4007 0.0 0.0 0.0 0.2565
H 1.9382 0.1674 3.8422 0.0 0.0 0.0 0.2712
H 2.8478 -1.2177 3.2141 0.0 0.0 0.0 0.1360
```
Positions in Å, forces in eV/Å.

Results
E_LUMO (spin up / spin down) ... 1.10 / 1.14 eV
HOMO level (spin up / spin down) ... -4.4 / -4.4 eV
Electronic energy ... -4792.929090 Ha
Charge ... -1
Energy above the lowest of the compared OMol25 structures with the same formula, charge and spin ... 30.5 kcal per mole
Frontier orbital gap (spin up / spin down) ... 5.5 / 5.5 eV

A molecular structure, C34H37AsN5O5S2Y. Source: the OMol25 dataset; level of theory: ωB97M-V/def2-TZVPD.

Geometry as XYZ:
```
85
Properties=species:S:1:pos:R:3:forces:R:3:mulliken_charge:R:1
Y 0.9132 0.5416 0.6230 0.0 0.0 -0.1 0.3642
C 3.0814 4.6087 -1.0067 0.0 0.0 0.1 -0.7596
O 1.8470 4.4560 -1.7067 0.0 0.0 0.0 -0.4716
C 1.8384 3.3860 -2.5805 0.0 0.0 0.0 -0.1827
C 1.7421 3.6347 -3.9314 0.0 0.0 0.0 -0.4777
C 1.6452 2.5840 -4.8445 0.0 0.0 0.0 -0.7381
C 1.6342 1.2918 -4.3664 0.0 0.0 0.0 -1.0000
C 1.7062 1.0148 -2.9949 0.0 0.0 0.0 1.1171
C 1.5700 -0.3768 -2.5947 0.0 0.1 0.0 -0.8283
N 1.2492 -0.7762 -1.4221 0.0 -0.1 0.0 0.5512
N 1.1026 -2.1614 -1.3209 0.0 0.0 0.0 -0.8613
C 0.7058 -2.5026 -0.1290 0.0 0.0 0.0 -0.1342
O 0.4419 -1.6980 0.8479 0.0 0.0 -0.1 0.9122
C 0.5381 -3.9641 0.1206 0.0 0.0 0.0 -0.2843
C 0.2791 -4.8510 -0.9216 0.0 0.0 0.0 -0.4634
C 0.1133 -6.2020 -0.6616 0.0 0.0 0.0 -0.7888
C 0.2200 -6.6823 0.6380 0.0 0.0 0.0 -0.4256
C 0.4951 -5.8047 1.6769 0.0 0.0 0.0 -1.1580
C 0.6466 -4.4492 1.4200 0.0 0.0 0.0 0.5806
C 1.8408 2.0667 -2.0561 0.0 0.1 0.0 1.2196
O 1.9440 1.8762 -0.7739 -0.1 0.1 -0.1 -0.8730
H 2.9316 5.3959 -0.2690 0.0 0.0 0.0 0.2548
H 3.8710 4.9094 -1.7005 0.0 0.0 0.0 0.3644
H 3.3556 3.6848 -0.4984 0.0 0.0 0.0 0.1939
H 1.7373 4.6667 -4.2614 0.0 0.0 0.0 0.4628
H 1.5779 2.7831 -5.9052 0.0 0.0 0.0 0.4041
H 1.5479 0.4594 -5.0563 0.0 0.0 0.0 0.3949
H 1.6931 -1.1337 -3.3708 0.0 0.0 0.0 0.3201
H 0.2171 -4.4645 -1.9299 0.0 0.0 0.0 0.4483
H -0.0941 -6.8850 -1.4758 0.0 0.0 0.0 0.4028
H 0.0965 -7.7393 0.8374 0.0 0.0 0.0 0.4003
H 0.5995 -6.1752 2.6890 0.0 0.0 0.0 0.4260
H 0.8838 -3.7615 2.2213 0.0 0.0 0.0 0.2107
C 4.2864 -3.4240 2.2521 0.0 0.1 0.0 -0.7696
S 3.3820 -2.6111 3.5794 0.0 0.0 0.0 -0.0678
C 2.8611 -1.1035 2.8340 0.0 0.0 0.0 0.5779
S 3.4458 -0.5874 1.3124 0.0 -0.1 0.0 -0.4934
N 2.0341 -0.4664 3.6330 0.0 0.0 0.0 -1.5039
N 1.5167 0.6481 3.0433 0.1 -0.1 0.1 0.6699
C 1.1009 1.5926 3.7887 0.0 0.0 -0.1 -0.8079
C 0.5936 2.8026 3.1276 0.0 0.0 0.1 1.0307
C 0.2143 3.9186 3.8598 0.0 0.0 0.0 -1.0332
C -0.1550 5.0707 3.1816 0.0 0.0 0.0 -0.2436
C -0.1139 5.0758 1.7985 0.0 0.0 0.0 -1.4275
C 0.2697 3.9126 1.1434 0.0 0.0 0.0 0.0487
N 0.5963 2.7988 1.7856 0.0 0.1 0.1 0.4336
H 4.6265 -4.3706 2.6708 0.0 0.0 0.0 0.3806
H 5.1391 -2.8248 1.9448 0.0 0.0 0.0 0.3228
H 3.6387 -3.6064 1.3979 0.0 0.0 0.0 0.1644
H 1.1800 1.5459 4.8730 0.0 0.0 0.0 0.3449
H 0.2268 3.8818 4.9410 0.0 0.0 0.0 0.4503
H -0.4515 5.9562 3.7287 0.0 0.0 0.0 0.4334
H -0.3611 5.9593 1.2268 0.0 0.0 0.0 0.4853
H 0.3532 3.8772 0.0643 0.0 0.0 0.0 0.4198
C -1.8070 3.1544 -2.0629 0.0 0.0 0.0 -1.5804
C -1.6201 1.6886 -1.7857 0.1 0.0 -0.1 0.6608
O -0.7825 1.3102 -0.9901 -0.1 0.1 0.2 0.9484
C -2.4586 0.6889 -2.5005 0.0 0.0 0.0 0.2519
C -2.0867 -0.6541 -2.4434 0.0 0.0 0.0 0.1068
C -2.8387 -1.6111 -3.1025 0.0 0.0 0.0 -0.8255
C -3.9759 -1.2357 -3.8074 0.0 0.0 0.0 -0.4488
C -4.3553 0.0983 -3.8612 0.0 0.0 0.0 -0.7890
C -3.5925 1.0611 -3.2189 0.0 0.0 0.0 -0.6088
H -0.9399 3.7011 -1.7019 0.0 0.0 0.0 0.0873
H -2.6981 3.5090 -1.5377 0.0 0.0 0.0 0.4050
H -1.9383 3.3429 -3.1272 0.0 0.0 0.0 0.4403
H -1.1930 -0.9342 -1.8992 0.0 0.0 0.0 0.4709
H -2.5341 -2.6493 -3.0695 0.0 0.0 0.0 0.4798
H -4.5641 -1.9844 -4.3223 0.0 0.0 0.0 0.4125
H -5.2405 0.3897 -4.4110 0.0 0.0 0.0 0.3999
H -3.8901 2.1000 -3.2706 0.0 0.0 0.0 0.4397
C -0.9688 -1.7564 3.6941 0.1 0.0 0.0 -0.6990
As -1.9242 -0.8801 2.2885 -0.1 0.0 0.0 0.8181
C -2.5131 -2.1668 0.9903 0.0 0.0 0.0 -0.6881
C -3.5326 -0.2229 3.1131 0.0 0.0 0.0 -1.3069
O -1.1646 0.4577 1.6461 0.0 -0.1 0.1 -0.3566
H -1.5373 -2.6330 4.0048 0.0 0.0 0.0 0.4788
H -0.8589 -1.0635 4.5268 0.0 0.0 0.0 0.3396
H 0.0164 -2.0380 3.3342 0.0 0.0 0.0 -0.1748
H -3.5074 -2.5215 1.2599 0.0 0.0 0.0 0.5192
H -1.8090 -2.9935 0.9527 0.0 0.0 0.0 0.0599
H -2.5475 -1.6673 0.0233 0.0 0.0 0.0 0.0266
H -4.0705 -1.0323 3.6055 0.0 0.0 0.0 0.4274
H -4.1619 0.2267 2.3469 0.0 0.0 0.0 0.3559
H -3.2601 0.5374 3.8430 0.0 0.0 0.0 0.3518
```
Positions in Å, forces in eV/Å.

Results
E_LUMO ... -0.23 eV
HOMO level ... -7.2 eV
Electronic energy ... -5038.474133 Ha
Energy above the lowest of the compared OMol25 structures with the same formula, charge and spin ... 1.2 kcal per mole
Frontier orbital gap ... 6.9 eV

A molecular structure, C13H30OP2Sn. Source: the OMol25 dataset; level of theory: ωB97M-V/def2-TZVPD.

Geometry as XYZ:
```
47
Properties=species:S:1:pos:R:3:forces:R:3:mulliken_charge:R:1
Sn 0.0179 -0.6788 -1.8221 -1.5 -0.7 -0.2 0.6271
H -1.6416 -0.9763 -1.2914 0.1 0.8 -0.6 -0.0749
H -0.8841 -0.1372 1.0769 0.8 -0.2 -0.1 0.4811
P -0.2839 -3.3189 -1.7309 1.3 -0.1 -0.4 0.5783
P -0.2736 1.9074 -1.7311 0.3 1.8 -0.2 0.5595
C 1.2473 2.8029 -1.2544 0.2 -0.2 -0.1 -1.0172
H 1.1564 3.8730 -1.5022 0.0 -0.4 0.1 0.4527
H 1.4254 2.6849 -0.1730 -0.1 0.1 -0.4 0.1695
H 2.1037 2.3779 -1.7976 -0.2 0.2 0.1 0.3513
C -0.5913 2.3501 -3.4786 -0.1 -0.2 -0.1 -1.0767
H -1.5507 1.9143 -3.8033 0.3 0.2 0.1 0.3862
H -0.6295 3.4429 -3.6222 0.0 -0.4 0.2 0.4077
H 0.2023 1.9272 -4.1129 -0.2 0.2 0.2 0.3959
C -1.5818 2.7342 -0.7645 -0.4 -0.3 0.2 -1.0043
H -1.3904 2.6306 0.3168 0.0 0.1 -0.5 0.1418
H -1.6371 3.8109 -1.0157 0.2 -0.6 0.0 0.4179
H -2.5534 2.2637 -0.9872 0.3 0.2 0.1 0.3801
C -0.4047 -3.6212 -3.5216 -0.1 0.0 -0.1 -1.1736
H -0.4701 -4.6994 -3.7285 0.0 0.3 0.1 0.4126
H -1.2995 -3.1280 -3.9327 0.2 -0.2 0.2 0.3607
H 0.4719 -3.2054 -4.0386 -0.2 -0.2 0.2 0.3644
C 1.2107 -4.0902 -1.0957 0.3 -0.6 0.1 -1.1081
H 1.2743 -3.9394 -0.0088 -0.1 -0.1 -0.3 0.3595
H 1.2178 -5.1701 -1.3019 0.1 0.2 0.1 0.4108
H 2.1068 -3.6401 -1.5457 -0.3 -0.1 0.0 0.3476
C -1.7265 -4.0269 -0.9363 -0.6 0.1 0.5 -1.1144
H -2.6419 -3.5092 -1.2594 0.3 -0.1 0.0 0.3715
H -1.8388 -5.0976 -1.1674 0.2 0.3 -0.1 0.4052
H -1.6580 -3.9163 0.1575 0.1 0.0 -0.4 0.3529
C 1.1416 -0.2758 0.1545 2.8 -1.0 -1.1 0.0055
O 2.3275 -0.4597 0.1283 -2.2 0.5 0.2 -0.3468
H 0.8253 -0.5939 -3.3477 -0.4 -0.1 0.3 0.0110
C 1.7353 0.7488 3.8914 0.9 -0.6 -0.5 -1.5937
C 0.4437 1.3622 3.3662 -0.6 1.4 0.0 2.1895
C -0.7704 0.6262 3.9402 -0.5 -0.5 -0.5 -1.7374
C 0.3365 2.8568 3.6382 0.0 0.8 0.0 -1.6046
C 0.5501 1.1997 1.8743 0.2 -1.7 1.7 -0.8980
C 0.1690 0.2195 1.0844 -1.3 0.7 0.7 0.2283
H 1.8821 0.8461 4.9709 -0.4 0.3 -0.1 0.4217
H 2.6011 1.1921 3.3846 -0.1 0.0 0.2 0.3820
H 1.7368 -0.3239 3.6607 0.1 0.1 0.1 0.3985
H -0.8179 0.7222 5.0268 0.2 0.2 -0.1 0.4193
H -1.7111 1.0242 3.5366 0.2 0.0 0.1 0.4196
H -0.7314 -0.4465 3.7116 0.0 0.2 0.1 0.3845
H 1.1498 3.3797 3.1170 -0.2 0.0 0.3 0.3725
H -0.6148 3.2306 3.2322 0.2 0.0 0.2 0.3776
H 0.3694 3.1269 4.7023 0.0 -0.3 -0.3 0.4055
```
Positions in Å, forces in eV/Å.

Results
E_LUMO (spin up / spin down) ... -9.52 / -7.68 eV
HOMO level (spin up / spin down) ... -15.0 / -15.0 eV
Electronic energy ... -1484.800497 Ha
Charge ... +2
Energy above the lowest of the compared OMol25 structures with the same formula, charge and spin ... 0.0 kcal per mole
Frontier orbital gap (spin up / spin down) ... 5.5 / 7.3 eV

- Among the records above, which one has the highest electronic energy?
  C13H30OP2Sn

- Among the records above, which one has the highest energy above the lowest of the compared OMol25 structures with the same formula, charge and spin?
  C25H24BrN4O3PtSSi